# 1
This record from the OMol25 dataset describes a 3-piece molecular cluster, C19H24F3N2O11PS overall. The level of theory is ωB97M-V/def2-TZVPD.

Each line ends with the natural charge from an NBO analysis.
Geometry (Å):
H1 5.03 6.54 0.89  0.221
N1 -0.81 1.24 2.00  0.501
C1 3.90 3.46 -1.17  0.093
H2 0.69 -4.10 -2.73  0.214
H3 3.09 6.72 -0.64  0.225
S1 -4.65 -2.55 -1.76  1.975
H4 -1.66 -0.01 -3.00  0.215
O1 0.19 1.97 2.00  -0.376
N2 3.45 2.28 -1.93  0.502
C2 -4.23 -1.86 -0.05  0.772
O2 -1.66 -4.74 -3.66  -1.020
C3 -3.24 1.22 5.50  -0.172
F1 -5.19 -2.50 0.92  -0.303
H5 -3.86 1.22 6.39  0.224
H6 5.55 2.42 -0.20  0.250
H7 2.14 0.32 -1.89  0.248
H8 -3.04 -0.25 2.44  0.243
O3 1.14 -4.92 0.72  -0.729
O4 2.49 2.42 -2.69  -0.368
C4 -2.11 2.03 5.44  -0.212
O5 -4.73 -1.43 -2.86  -0.757
C5 -3.57 0.40 4.42  -0.210
C6 -2.77 0.39 3.27  -0.202
O6 4.07 1.22 -1.76  -0.379
C7 -1.64 1.22 3.22  0.091
H9 -1.48 -1.13 -1.49  0.197
H10 1.43 -4.20 1.38  0.477
H11 2.08 -1.00 0.31  0.201
C8 5.41 4.46 0.43  -0.213
C9 0.23 -4.47 -1.70  -0.111
O7 -1.16 0.53 1.05  -0.375
C10 -1.21 -1.05 -2.63  -0.119
H12 -4.45 -0.24 4.47  0.229
O8 -0.97 -3.72 -1.28  -0.779
H13 -1.85 2.67 6.29  0.226
H14 0.01 -5.63 -1.85  0.223
C11 1.48 -4.38 -0.61  -0.098
H15 1.00 -1.94 -2.72  0.205
H16 2.36 4.77 -1.97  0.250
H17 0.41 1.01 -1.56  0.204
C12 0.42 -0.92 -2.77  -0.435
O9 -3.76 -3.92 -2.22  -0.823
H18 0.27 -1.60 -0.02  0.210
H19 2.35 -5.08 -1.05  0.187
C13 4.72 5.67 0.31  -0.175
H20 6.26 4.39 1.10  0.225
C14 5.00 3.35 -0.31  -0.203
C15 3.21 4.67 -1.30  -0.202
H21 0.70 -0.44 -3.83  0.225
C16 -1.30 2.04 4.30  -0.204
F2 -2.86 -2.14 0.41  -0.298
H22 1.96 -3.29 -0.57  0.192
H23 -0.42 2.68 4.28  0.249
P1 -2.11 -3.57 -2.64  2.346
F3 -4.60 -0.41 -0.07  -0.288
O10 -1.83 -2.08 -3.48  -0.716
O11 -6.15 -3.05 -1.63  -0.788
C17 1.00 -0.68 -0.08  -0.666
H24 0.63 0.16 0.68  0.242
C18 3.62 5.78 -0.55  -0.212
C19 1.06 0.03 -1.56  -0.427

Values from the calculation:
Maximum force = 11.3 eV/A
Calculated total energy = -73857.9112 eV
HOMO-LUMO gap = 8.7 eV
HOMO level = -10.34 eV
LUMO level = -1.616 eV

# 2
This record from the OMol25 dataset describes one molecule with the formula C19H24FN3O3. The level of theory is ωB97M-V/def2-TZVPD.

Each line ends with the natural charge from an NBO analysis.
Geometry (Å):
N1 2.48 0.65 1.86  -0.259
N2 1.49 1.34 2.40  -0.151
H1 -1.33 0.23 0.54  0.234
H2 -3.84 -2.75 1.78  0.224
C1 -2.26 -1.96 -0.54  0.805
O1 -3.86 1.45 -1.30  -0.524
H3 -0.28 2.29 1.72  0.224
H4 0.58 1.14 4.26  0.206
H5 -3.09 -3.79 3.00  0.216
H6 -3.67 2.85 -2.73  0.194
H7 0.62 0.67 -1.78  0.189
C2 -1.80 0.51 -0.41  -0.076
C3 3.77 -1.68 -2.08  -0.281
O2 -1.48 -2.15 0.54  -0.517
C4 2.21 0.55 0.56  0.102
H8 -3.85 0.12 0.21  0.196
C5 2.84 -1.06 -1.28  0.410
C6 -3.15 2.54 -1.82  -0.070
H9 3.45 -2.41 -2.81  0.229
C7 -1.80 -3.27 1.37  -0.074
C8 0.36 1.47 -1.07  -0.232
C9 1.01 1.22 0.25  -0.114
O3 -3.18 -2.68 -0.84  -0.601
F1 1.54 -1.43 -1.43  -0.334
H10 -1.16 3.08 -2.44  0.205
H11 5.85 -1.84 -2.55  0.217
H12 6.53 -0.20 -0.83  0.215
C10 5.11 -1.36 -1.93  -0.192
H13 4.83 0.88 0.59  0.218
H14 1.45 2.67 4.00  0.206
H15 -3.23 1.75 0.64  0.168
C11 1.46 1.59 3.81  -0.405
C12 -1.69 2.18 -2.14  -0.244
C13 3.18 -0.12 -0.32  -0.144
H16 -2.07 -4.12 0.74  0.198
C14 -3.24 0.96 -0.14  -0.072
H17 -2.51 -0.61 -2.15  0.239
H18 -1.66 1.46 -2.97  0.170
H19 2.36 1.16 4.24  0.236
C15 4.54 0.17 -0.17  -0.105
C16 0.58 1.71 1.47  -0.045
N3 -1.07 1.65 -0.93  -0.448
H20 -0.81 -0.94 -1.69  0.245
H21 -2.68 -2.07 2.93  0.206
C17 -2.93 -2.94 2.34  -0.635
H22 -3.16 3.37 -1.09  0.163
C18 5.49 -0.44 -0.96  -0.246
C19 -1.82 -0.75 -1.31  -0.545
H23 -0.87 -3.49 1.91  0.190
H24 0.76 2.41 -1.48  0.210

Values from the calculation:
Maximum force = 0.8 eV/A
Calculated total energy = -33422.5227 eV
HOMO-LUMO gap = 9.3 eV
Energy relative to the best compared isomer or geometry (same formula, charge and spin) = 0.0 kJ/mol
HOMO level = -8.58 eV
LUMO level = 0.676 eV

# 3
This record from the OMol25 dataset describes one molecule with the formula C19H24FN5O. The level of theory is ωB97M-V/def2-TZVPD.

Each line ends with the natural charge from an NBO analysis.
Geometry (Å):
H1 3.78 -1.02 -1.88  0.195
C1 3.02 -0.32 -1.79  -0.211
H2 -0.99 2.56 1.14  0.191
H3 3.21 0.44 -2.43  0.205
H4 4.13 0.35 0.01  0.209
C2 -0.66 -0.53 3.52  0.166
H5 -0.95 -1.06 5.49  0.233
C3 3.11 0.25 -0.31  -0.214
C4 0.75 -0.25 -3.02  0.386
C5 1.41 0.45 2.54  0.536
H6 3.53 -0.20 2.27  0.229
H7 -1.95 2.39 -0.84  0.223
H8 0.10 -2.00 -4.28  0.235
H9 0.00 -2.21 4.64  0.214
C6 1.31 -1.54 -0.05  -0.224
C7 -2.17 0.03 2.08  0.356
H10 0.11 1.61 0.28  0.210
C8 -2.00 1.53 -0.17  -0.401
H11 2.40 -1.49 2.49  0.218
C9 -0.42 1.67 -3.32  -0.021
N1 2.49 -0.81 0.46  -0.461
H12 2.25 -2.83 -1.45  0.196
C10 -3.54 0.14 1.52  -0.421
C11 2.54 -0.49 1.94  -0.295
N2 1.78 -0.99 -2.40  -0.444
H13 2.52 1.26 -0.23  0.168
C12 -3.34 1.44 0.54  -0.413
C13 -1.20 -0.32 -4.50  -0.239
H14 -4.24 0.32 2.35  0.243
H15 -1.76 0.55 -0.80  0.198
H16 0.66 -0.60 5.12  0.218
C14 -1.29 1.06 -4.30  0.321
H17 -3.79 -0.75 1.00  0.223
C15 0.05 0.15 2.56  -0.079
C16 -0.20 -1.13 4.76  -0.647
H18 0.56 -2.73 -1.68  0.214
C17 -0.13 -0.99 -3.97  -0.254
N3 -2.03 -0.65 3.21  -0.476
N4 0.62 1.03 -2.70  -0.462
H19 0.46 -0.84 -0.32  0.160
H20 -0.56 2.72 -3.21  0.205
F1 -2.27 1.84 -4.94  -0.336
H21 1.02 -2.27 0.66  0.220
O1 1.70 1.40 3.30  -0.498
H22 -1.88 -0.83 -5.28  0.241
H23 -4.16 1.22 -0.20  0.218
N5 -0.99 0.53 1.72  -0.313
C18 1.47 -2.08 -1.43  -0.220
H24 -3.59 2.35 1.09  0.211
C19 -0.86 1.63 0.79  -0.214

Values from the calculation:
Maximum force = 6.0 eV/A
Calculated total energy = -32304.2644 eV
HOMO-LUMO gap = 8.7 eV
Energy relative to the best compared isomer or geometry (same formula, charge and spin) = 313.1 kJ/mol
HOMO level = -8.20 eV
LUMO level = 0.528 eV

# 4
This record from the OMol25 dataset describes C19H24HgNOSTe as an isolated structure. The level of theory is ωB97M-V/def2-TZVPD.

Each line ends with the natural charge from an NBO analysis.
Geometry (Å):
C1 1.36 -1.08 3.20  -0.058
H1 2.85 -2.15 2.08  0.216
H2 -2.13 -4.54 0.54  0.209
C2 1.99 4.40 0.02  -0.877
H3 -0.83 -0.82 4.53  0.163
C3 -1.71 -3.06 -2.48  -0.211
C4 -1.87 -3.78 -0.20  -0.188
C5 -1.66 0.95 3.63  -0.627
H4 1.25 4.89 0.66  0.224
H5 0.28 2.93 -7.31  0.216
C6 -0.83 -0.81 -3.08  0.085
C7 -1.38 -2.55 0.22  -0.282
H6 1.94 1.93 3.28  0.232
H7 1.30 3.55 2.91  0.222
H8 -1.26 -2.36 1.28  0.210
H9 1.63 4.40 -1.00  0.227
H10 2.94 4.93 0.08  0.222
C8 -2.05 -4.04 -1.55  -0.232
H11 2.05 -0.62 3.91  0.159
H12 1.36 -1.84 1.18  0.224
H13 -2.26 1.24 4.50  0.211
H14 -2.30 0.41 2.94  0.217
H15 -1.86 -3.27 -3.53  0.210
H16 -0.76 0.69 -7.27  0.220
H17 1.10 3.97 -5.23  0.215
C9 0.18 2.39 -6.37  -0.215
C10 2.13 2.86 2.74  -0.877
H18 0.90 2.77 -3.06  0.219
S1 -1.20 -1.06 -4.78  0.374
H19 2.51 -0.53 1.46  0.205
Te1 2.21 2.39 0.67  0.452
C11 0.65 2.98 -5.19  -0.214
H20 0.96 -1.99 3.67  0.164
C12 2.06 -1.42 1.90  -0.627
H21 -1.32 1.86 3.13  0.217
C13 -0.49 0.11 4.06  -0.055
Hg1 -0.73 0.48 -0.02  0.588
C14 -0.40 1.14 -6.36  -0.199
C15 -1.04 -1.57 -0.71  -0.401
H22 3.06 3.31 3.07  0.221
O1 0.29 -0.19 2.92  -0.563
H23 0.12 0.64 4.80  0.159
C16 -0.51 0.48 -5.14  -0.255
C17 -1.20 -1.83 -2.07  -0.081
N1 -0.24 0.30 -2.81  -0.495
C18 0.54 2.33 -3.98  -0.223
C19 -0.05 1.06 -3.95  0.184
H24 -2.44 -4.99 -1.88  0.214

Values from the calculation:
Maximum force = 0.4 eV/A
Calculated total energy = -45931.3282 eV
HOMO-LUMO gap (spin up / spin down) = 6.3 / 7.6 eV
Energy relative to the best compared isomer or geometry (same formula, charge and spin) = 0.0 kJ/mol
HOMO level (spin up / spin down) = -6.00 / -7.79 eV
Multiplicity = 2
LUMO level (spin up / spin down) = 0.324 / -0.190 eV

Which of these has the lowest calculated total energy? C19H24F3N2O11PS

What did the fourth record say?
This record from the OMol25 dataset describes C19H24HgNOSTe as an isolated structure. The level of theory is ωB97M-V/def2-TZVPD.

Each line ends with the natural charge from an NBO analysis.
Geometry (Å):
C1 1.36 -1.08 3.20  -0.058
H1 2.85 -2.15 2.08  0.216
H2 -2.13 -4.54 0.54  0.209
C2 1.99 4.40 0.02  -0.877
H3 -0.83 -0.82 4.53  0.163
C3 -1.71 -3.06 -2.48  -0.211
C4 -1.87 -3.78 -0.20  -0.188
C5 -1.66 0.95 3.63  -0.627
H4 1.25 4.89 0.66  0.224
H5 0.28 2.93 -7.31  0.216
C6 -0.83 -0.81 -3.08  0.085
C7 -1.38 -2.55 0.22  -0.282
H6 1.94 1.93 3.28  0.232
H7 1.30 3.55 2.91  0.222
H8 -1.26 -2.36 1.28  0.210
H9 1.63 4.40 -1.00  0.227
H10 2.94 4.93 0.08  0.222
C8 -2.05 -4.04 -1.55  -0.232
H11 2.05 -0.62 3.91  0.159
H12 1.36 -1.84 1.18  0.224
H13 -2.26 1.24 4.50  0.211
H14 -2.30 0.41 2.94  0.217
H15 -1.86 -3.27 -3.53  0.210
H16 -0.76 0.69 -7.27  0.220
H17 1.10 3.97 -5.23  0.215
C9 0.18 2.39 -6.37  -0.215
C10 2.13 2.86 2.74  -0.877
H18 0.90 2.77 -3.06  0.219
S1 -1.20 -1.06 -4.78  0.374
H19 2.51 -0.53 1.46  0.205
Te1 2.21 2.39 0.67  0.452
C11 0.65 2.98 -5.19  -0.214
H20 0.96 -1.99 3.67  0.164
C12 2.06 -1.42 1.90  -0.627
H21 -1.32 1.86 3.13  0.217
C13 -0.49 0.11 4.06  -0.055
Hg1 -0.73 0.48 -0.02  0.588
C14 -0.40 1.14 -6.36  -0.199
C15 -1.04 -1.57 -0.71  -0.401
H22 3.06 3.31 3.07  0.221
O1 0.29 -0.19 2.92  -0.563
H23 0.12 0.64 4.80  0.159
C16 -0.51 0.48 -5.14  -0.255
C17 -1.20 -1.83 -2.07  -0.081
N1 -0.24 0.30 -2.81  -0.495
C18 0.54 2.33 -3.98  -0.223
C19 -0.05 1.06 -3.95  0.184
H24 -2.44 -4.99 -1.88  0.214

Values from the calculation:
Maximum force = 0.4 eV/A
Calculated total energy = -45931.3282 eV
HOMO-LUMO gap (spin up / spin down) = 6.3 / 7.6 eV
Energy relative to the best compared isomer or geometry (same formula, charge and spin) = 0.0 kJ/mol
HOMO level (spin up / spin down) = -6.00 / -7.79 eV
Multiplicity = 2
LUMO level (spin up / spin down) = 0.324 / -0.190 eV

Among the records above, which one has the lowest maximum force? C19H24HgNOSTe